Record 1
Computed, not measured: C31H30F6MnN4O8S2Sb as an isolated structure, with wB97M-V/def2-TZVPD.

Calculated values
⟨S²⟩	3.8106
HOMO-LUMO gap (alpha / beta)	7.3676 / 4.9733	eV
relative energy (zero: lowest compared OMol25 entry of this formula, charge and spin)	1.012	eV

Geometry as ORCA input:
```
! wB97M-V def2-TZVPD RIJCOSX def2/J DEFGRID3
* xyz 1 4
Sb 2.03021 0.06018 -1.17830
Mn 0.23617 -1.06689 0.17001
S -1.46395 -2.92215 3.90713
S -2.39431 -2.08892 1.60647
F -3.31721 -2.56874 -0.80423
F -3.24828 -4.29890 0.49018
F -2.98672 -2.36752 5.98057
F -1.26981 -3.63010 6.37073
F -3.01265 -4.44990 5.37117
F -4.76970 -2.77519 0.78244
O -2.72680 -0.70369 1.43501
O -1.03029 -2.41781 1.12393
O 0.76273 -2.60818 -0.85710
O -1.34828 3.63979 4.77309
O -0.85544 -1.63286 4.11938
O -0.59448 -4.00808 3.58358
O -0.89634 -1.34491 -1.37565
O -2.92627 4.14887 3.17361
N -0.18136 0.74877 0.95827
N 1.41789 -1.15212 1.71544
N -2.74716 -2.78226 2.95154
N -0.67158 1.37720 -1.86464
C -2.96164 -6.67764 -4.47461
C 2.92658 -2.23590 3.19553
C 2.18050 -2.19881 2.03431
C -1.09194 1.42173 -3.12481
C -1.22367 2.59959 2.67038
C 2.92871 -1.12359 4.02420
C -1.61601 -3.28073 -3.46263
C -2.25507 -3.37272 5.51635
C -2.24725 -5.61049 -3.70030
C -1.56711 1.58629 -0.89837
C -1.09775 1.62387 0.51117
C -0.93594 -4.91815 -1.77324
C 3.87760 -0.76008 -0.44655
C -1.59533 -5.89428 -2.51162
C -2.22818 -4.29810 -4.16766
C -0.30635 -5.34229 -0.47202
C -2.90974 1.82820 -1.16906
C 1.31562 -0.13087 2.58235
C -0.24302 1.75534 3.12892
C 2.10482 -0.05484 3.71524
C -3.51078 -2.99832 0.43582
C -1.62850 -1.88715 -4.03357
C -1.63392 2.58782 1.35824
C 2.48790 2.13708 -0.98472
C -1.97042 3.65422 3.73007
C -0.96133 -3.59285 -2.25108
C -3.33969 1.84587 -2.48464
C -0.35688 -2.49728 -1.48168
C 0.28118 0.85072 2.22022
C 2.37200 -0.49805 -3.21001
C -2.40877 1.64738 -3.48898
H 4.71343 -0.36874 -1.02372
H -2.96013 -7.62644 -3.94224
H 3.55232 -1.09464 4.90694
H -0.33042 1.28431 -3.88317
H -2.04937 -1.90186 -5.03740
H -2.71374 -4.06867 -5.10964
H -3.60867 1.97419 -0.35711
H 2.04480 0.80648 4.36476
H 3.55861 2.28153 -1.11474
H -1.04457 -5.31158 0.33216
H 3.51136 -3.11143 3.43583
H 3.83938 -1.84439 -0.54412
H -4.38067 2.01947 -2.72066
H 3.38438 -0.19241 -3.46580
H 1.93411 2.71502 -1.71747
H -0.61888 -1.47378 -4.08669
H 2.19378 -3.01798 1.32678
H 0.04956 -6.36852 -0.55258
H 2.28898 -1.58211 -3.26422
H 0.06943 1.76249 4.16130
H -2.22553 -1.22167 -3.41142
H 0.52259 -4.71096 -0.18281
H -2.48988 -6.82382 -5.44775
H 4.01205 -0.49901 0.60262
H -2.69704 1.65859 -4.53050
H -3.99676 -6.38547 -4.65622
H 1.66868 -0.03960 -3.89807
H -1.59738 -6.91133 -2.13693
H -2.36506 3.29698 1.00433
H 2.19780 2.45578 0.01614
*
```

Results of the Mulliken charge analysis, in e, for atoms 1 through 6:
1. Sb 0.91
2. Mn -0.16
3. S 1.21
4. S 1.00
5. F -0.18
6. F -0.24

Record 2
Computed, not measured: a 2-piece molecular cluster, C5H12O2 overall, with wB97M-V/def2-TZVPD.

Calculated values
SMILES	OC1CCCC1.O
HOMO-LUMO gap	10.9219	eV
relative energy (zero: lowest compared OMol25 entry of this formula, charge and spin)	1.779	eV

Geometry as ORCA input:
```
! wB97M-V def2-TZVPD RIJCOSX def2/J DEFGRID3
* xyz 0 1
O -0.81248 0.85477 -3.21770
O -0.84527 -0.11255 2.66415
C 1.16300 -0.09911 1.26901
C -0.30197 0.29434 1.47454
C -0.91335 -0.44264 0.28772
C 1.50468 -0.29283 -0.25301
C 0.09136 -0.26808 -0.91137
H 0.04288 -1.03496 -1.70823
H -1.84832 0.04423 -0.05027
H 1.89774 0.63367 1.65455
H 2.11572 0.60400 -0.47159
H 2.14944 -1.18170 -0.39310
H -0.08233 0.71842 -1.38264
H -0.90811 1.33098 -2.36193
H -1.15220 -1.49492 0.53493
H -1.21774 -0.02743 -3.05728
H 1.34467 -1.06135 1.78530
H -1.79195 0.14006 2.64440
H -0.43577 1.39510 1.49250
*
```

Results of the Mulliken charge analysis, in e, for atoms 1 through 6:
1. O -0.64
2. O -0.57
3. C -0.76
4. C 0.29
5. C -0.58
6. C -0.85

Record 3
Computed, not measured: C21H48BClNO6S2 as an isolated structure, with wB97M-V/def2-TZVPD.

Calculated values
HOMO-LUMO gap	8.4471	eV

Geometry as ORCA input:
```
! wB97M-V def2-TZVPD RIJCOSX def2/J DEFGRID3
* xyz -1 1
Cl -0.57674 3.79525 -4.87608
S 1.49723 4.20309 -1.06444
S -0.93408 5.42963 -0.61750
O -1.48176 4.14134 -1.02100
O 2.91601 4.45440 -0.79949
O -1.39515 5.85311 0.68508
O -0.20140 2.23737 -2.87192
O 1.13438 3.01596 -0.34834
O -2.92898 7.24223 -1.54352
N 0.70339 5.54865 -0.61360
C -1.28619 -9.96046 1.92995
C -2.03341 0.61586 -0.53839
C -2.84609 -3.87121 -2.07350
C -3.68515 -0.86410 -1.80461
C -1.77756 -7.67867 -0.16337
C 3.37170 6.42371 2.36632
C -1.40515 -10.16466 0.42290
C 7.42919 4.44306 4.02854
C -2.80116 -3.06169 -0.78179
C 4.31502 4.44618 3.67353
C 1.45976 3.90850 -2.87811
C -0.93399 6.99056 -3.17399
C 6.52113 5.64275 4.27753
C 5.10667 5.25407 4.70472
C -3.83985 -1.94278 -0.73110
C -2.33179 -0.15271 -1.82172
C 0.22270 3.16573 -3.36947
C -0.95924 -8.95092 -0.39115
C -3.27526 -7.81270 -0.43429
C -3.59848 -8.15952 -1.88387
C 4.14938 5.11436 2.30899
B -1.70432 6.66743 -1.82865
H -4.47545 -0.11960 -1.66251
H -1.63556 -7.33393 0.86511
H -2.43329 -10.43960 0.17135
H 6.96429 6.25720 5.06802
H -3.80778 -1.47784 0.25820
H -0.78120 -11.01725 0.13893
H -3.86418 -1.30463 -2.79173
H -3.60773 6.63353 -1.87599
H 6.48920 6.27067 3.38329
H -0.25796 -9.72312 2.21163
H -0.98182 -9.21332 -1.45318
H 3.32377 4.23540 4.08743
H 3.88783 7.17550 2.97146
H 3.61769 4.42949 1.64616
H -1.57915 -10.86812 2.46114
H -4.67948 -8.20394 -2.03098
H 0.08866 -8.73378 -0.15985
H -4.84000 -2.38268 -0.82290
H -1.37123 -6.88775 -0.80184
H 2.32824 3.26807 -3.08334
H -1.07783 1.13422 -0.62119
H -0.32938 6.11382 -3.43270
H 7.50723 3.82135 4.92398
H -2.61752 -3.25515 -2.94444
H 7.06252 3.82303 3.20938
H -2.11041 -4.67880 -2.03778
H -2.32520 0.55445 -2.65446
H 8.43548 4.77677 3.76431
H -3.75644 -6.86184 -0.18855
H -3.71846 -8.56069 0.22978
H -1.97232 -0.05083 0.32615
H -1.79683 -2.65527 -0.63807
H -1.65142 7.11557 -3.99867
H -3.83217 -4.32114 -2.21705
H 5.16377 4.67189 5.63202
H 2.37595 6.26841 2.78679
H -1.52467 -0.86563 -2.01765
H 1.65916 4.84403 -3.40981
H 5.12567 5.28844 1.84560
H 3.25156 6.83450 1.36325
H -3.18778 -9.12988 -2.16925
H -1.93225 -9.15348 2.27987
H -2.80437 1.36370 -0.34236
H -0.32437 7.89060 -3.02217
H 4.55309 6.16353 4.95674
H -2.98127 -3.73832 0.05992
H -3.19955 -7.40254 -2.56276
H 4.79218 3.47115 3.53106
*
```

Results of the Mulliken charge analysis, in e, for atoms 1 through 6:
1. Cl -0.27
2. S 1.04
3. S 0.93
4. O -0.56
5. O -0.67
6. O -0.73